{
  "formula": "C16H16B2Ba2Br8O16",
  "method": "ωB97M-V with the def2-TZVPD basis set",
  "total_charge": 2,
  "energy_ha": -22515.96094,
  "relative_energy_kj_mol": 202.63,
  "mol_weight_g_mol": 1399.80,
  "largest_force_ev_per_a": 6.2,
  "homo_energy_ev": -13.093,
  "symbols": ["Ba", "Ba", "O", "C", "O", "B", "O", "C", "O", "O", "C", "O", "C", "O", "O", "O", "C", "O", "B", "O", "C", "O", "O", "C", "O", "C", "O", "O", "Br", "C", "C", "Br", "H", "H", "H", "H", "Br", "C", "C", "Br", "H", "H", "H", "H", "Br", "C", "C", "Br", "H", "H", "H", "H", "Br", "C", "C", "Br", "H", "H", "H", "H"],
  "coordinates": [[-1.499629, 0.328239, -5.538257], [5.393395, 1.398910, 3.065079], [0.566461, 1.919881, -4.233856], [1.613104, 1.290380, -3.918926], [2.494047, 1.712322, -2.942143], [3.620949, 0.775551, -3.009518], [3.089575, -0.383779, -3.717627], [2.032200, -0.040031, -4.424764], [1.317458, -0.681575, -5.260175], [3.885999, 0.349890, -1.587830], [4.981770, 0.924187, -1.130503], [5.307762, 0.964998, 0.008453], [5.702856, 1.497348, -2.378140], [4.978206, 1.243325, -3.460569], [6.805655, 2.063884, -2.282731], [3.207786, 2.383087, 1.478260], [2.285428, 1.579454, 1.205954], [1.257867, 1.819682, 0.359246], [0.426059, 0.597166, 0.227588], [1.054145, -0.278863, 1.220119], [2.107645, 0.312660, 1.824648], [2.933815, -0.199399, 2.602504], [-0.934825, 0.970990, 0.648790], [-1.690409, 0.801452, -0.392845], [-2.887641, 1.127061, -0.463871], [-0.878342, 0.193841, -1.556520], [0.365052, 0.106328, -1.173713], [-1.421216, -0.071354, -2.680658], [-5.906422, 1.042819, 3.983825], [-4.870365, 2.668981, 3.381827], [-4.154884, 2.371311, 2.117589], [-3.491214, 4.034532, 1.349271], [-4.336696, 3.087209, 4.235282], [-5.601317, 3.349576, 2.945250], [-4.726627, 1.701426, 1.475362], [-3.230965, 1.843573, 2.354191], [0.665409, -1.941988, 4.415469], [-0.770095, -2.259295, 3.096868], [-1.595676, -0.923213, 3.084262], [-3.224190, -1.131532, 1.977564], [-1.330368, -3.113017, 3.478126], [-0.315982, -2.472052, 2.129071], [-1.018114, -0.098206, 2.667247], [-1.906501, -0.634936, 4.088445], [-6.550026, 0.627640, -3.480188], [-5.688453, -0.191357, -1.890163], [-5.119633, -1.569134, -2.275819], [-3.985013, -1.375792, -3.980180], [-6.426186, -0.210650, -1.087985], [-4.849639, 0.433102, -1.582696], [-5.768533, -2.404658, -2.538350], [-4.580856, -1.942605, -1.404991], [5.550775, -1.817133, 2.516730], [4.085306, -3.072878, 1.908394], [4.023591, -2.865596, 0.400409], [2.608426, -4.068407, -0.470171], [3.174989, -2.840550, 2.461066], [4.423271, -4.076884, 2.165000], [4.991418, -3.007314, -0.080556], [3.809400, -1.848606, 0.071853]],
  "forces_ev_per_a": [[0.880, -0.124, 1.514], [-1.170, -0.438, -1.522], [2.602, -2.369, 0.481], [-1.668, 4.539, 1.983], [-1.813, -0.488, -3.316], [1.359, -0.489, 1.926], [-0.814, -0.741, -2.436], [-1.333, -2.634, -1.326], [2.155, 1.895, 2.638], [-0.256, 0.153, 0.350], [-1.101, -0.266, -2.617], [0.816, 0.127, 2.336], [3.835, 1.793, 0.845], [-1.284, 0.214, 0.418], [-3.596, -1.806, -0.685], [-1.671, -2.035, -0.237], [-0.027, 5.862, -1.953], [2.677, -0.036, 0.902], [0.449, 1.296, 1.285], [1.592, -0.689, 1.467], [0.276, -4.896, 0.507], [-1.888, 1.457, -1.257], [1.136, -0.625, -0.541], [-4.963, 1.172, -0.649], [3.445, -1.149, -0.247], [-2.358, -0.129, -2.888], [-0.299, -0.362, -0.073], [2.722, 0.886, 3.091], [0.736, 0.942, -0.242], [-1.970, 0.126, -0.552], [2.269, -1.386, 0.751], [-0.355, -0.187, -0.194], [0.024, -0.201, -0.351], [-0.653, 0.241, 1.330], [-0.037, 0.749, -0.375], [0.001, -0.150, -0.334], [-0.129, -0.206, -0.347], [-0.623, 1.360, 0.345], [0.364, -1.045, -0.034], [0.653, -0.176, 0.395], [0.003, 0.235, -0.134], [-0.013, 0.038, 0.211], [-0.186, -0.306, -0.053], [-0.192, -0.271, -0.146], [0.019, 0.015, 0.876], [0.313, -0.369, -1.360], [-0.346, 0.453, 0.446], [-0.257, -0.623, 0.826], [-0.014, -0.375, -0.181], [-0.185, 0.150, -0.161], [-0.372, 0.623, -0.415], [0.933, 0.147, -0.424], [-0.052, -0.641, 0.122], [-0.151, 0.025, -0.775], [-0.426, 0.003, -0.654], [1.313, 1.030, 0.937], [0.208, 0.324, -0.097], [0.242, 0.263, 0.077], [-0.129, -0.885, 0.083], [-0.693, -0.018, 0.435]]
}